Molecular formula: C4H4O2
Method: DFT, the ωB97M-V functional and the def2-TZVPD basis

## Properties
Kohn-Sham gap = 10.190 eV
HOMO energy = -10.72 eV
energy above the lowest of the compared OMol25 structures with the same formula, charge and spin = 80.64 kcal per mole
lowest unoccupied orbital energy = -0.53 eV
E = -305.1510 a.u.

CARTESIAN COORDINATES (ANGSTROEM)
O -2.1298 0.9635 -0.5667
C -1.8840 -0.0794 -0.0235
O -0.6768 -0.4828 0.3967
C 0.4163 0.4029 0.1392
C 2.0079 -1.6313 0.2543
C 1.6565 -0.4174 -0.0605
H -2.6186 -0.8621 0.2068
H 0.1889 1.0122 -0.7381
H 0.5342 1.0748 0.9964
H 2.5054 0.0196 -0.6048

Force components x, y, z for each atom (eV/Å):
O 0.16 -0.41 0.23
C -0.15 0.31 -0.15
O -0.04 -0.10 0.04
C 0.05 0.17 -0.06
C -0.20 0.67 -0.20
C 0.01 -0.50 0.14
H 0.04 0.08 -0.02
H 0.11 -0.09 0.07
H -0.01 -0.09 -0.11
H 0.03 -0.03 0.07

Want to see where the charge sits? The Löwdin charges in e are: 0.08 -0.34 -0.03 -0.19 0.20 -0.24 0.15 0.12 0.14 0.11